Record 1
Molecular formula: C5H12N2O2Pd
Method: DFT, the ωB97M-V functional and the def2-TZVPD basis

The spin multiplicity is 3. For the strongest force on any atom, the calculation gives 2.35 eV/A. The value obtained for the HOMO-LUMO gap (alpha / beta) is 7.87 / 6.69 eV. Its expectation value of S² is 2.075.

Last column: Löwdin charge in e.
Geometry (Å):
Pd1 -0.35597 0.19418 -1.24857  0.66
C1 0.00884 0.08328 -4.82944  -0.07
H1 1.09701 0.19859 -4.87844  0.02
H2 -0.22060 -0.94827 -5.11662  0.02
H3 -0.48211 0.78270 -5.51971  0.02
H4 -0.34553 0.25462 -3.78321  -0.07
H5 -1.79288 0.19231 -1.91426  -0.04
C2 0.32851 -1.47769 2.65608  -0.01
C3 0.18915 -0.53713 1.51433  -0.27
N1 0.06069 -1.07825 0.30107  -0.16
O1 0.03408 -2.46646 0.35812  -0.09
C4 0.08902 0.89307 1.55956  -0.27
C5 0.16062 1.73587 2.78510  -0.04
N2 -0.11327 1.50092 0.33395  -0.24
O2 -0.11874 2.73605 0.15971  -0.08
H6 0.30519 -2.49417 2.25768  0.07
H7 -0.49524 -1.35649 3.37407  0.10
H8 1.26827 -1.32243 3.20459  0.10
H9 -0.15853 -2.76861 -0.54908  0.11
H10 0.99963 2.44512 2.74087  0.09
H11 -0.75045 2.33721 2.93042  0.09
H12 0.29231 1.09560 3.66377  0.07



Record 2
Molecular formula: C5H10N5O2
Method: DFT, the ωB97M-V functional and the def2-TZVPD basis

For the strongest force on any atom, the calculation gives 1.02 eV/A. As for the net charge: +1. The value obtained for the HOMO-LUMO gap is 10.12 eV. The SMILES is [H]/N=C/O[C@]1(N)NC(=[NH2+])C=C(O)N1.

Last column: Löwdin charge in e.
Geometry (Å):
H1 -0.44319 2.05952 -3.26484  0.07
N1 -0.20235 1.47170 -2.47823  0.13
C1 0.70917 1.92127 -1.73782  -0.27
O1 1.20262 1.31560 -0.63935  0.02
C2 0.93204 -0.05925 -0.26264  -0.52
N2 1.53081 -1.00623 -1.13144  0.16
N3 -0.48683 -0.29688 -0.21324  0.19
C3 -1.17095 -0.72924 0.86178  -0.30
N4 -2.47190 -0.95988 0.71035  0.21
C4 -0.52596 -0.84826 2.09725  0.05
C5 0.81074 -0.52180 2.16131  -0.32
O2 1.52729 -0.52000 3.26695  0.17
N5 1.49664 -0.18451 1.05598  0.21
H2 1.24289 2.87117 -1.84490  0.15
H3 1.22531 -0.90275 -2.09221  0.10
H4 2.54154 -1.01258 -1.09028  0.11
H5 -0.94043 -0.10247 -1.10357  0.14
H6 -2.92192 -0.82330 -0.18048  0.13
H7 -3.04668 -1.21878 1.49316  0.13
H8 -1.07578 -1.15226 2.96863  0.13
H9 1.00913 -0.76341 4.04815  0.15
H10 2.46233 0.09002 1.17157  0.18



Record 3
Molecular formula: C6H11N3O
Method: DFT, the ωB97M-V functional and the def2-TZVPD basis

For the strongest force on any atom, the calculation gives 4.36 eV/A. The value obtained for the HOMO-LUMO gap is 9.61 eV. The SMILES is [H]/N=C(O)/C(=N\C)N1CCC1.

Last column: Löwdin charge in e.
Geometry (Å):
H1 1.76892 1.13219 1.07738  0.15
N1 1.30847 0.21057 1.59142  0.15
C1 0.81772 -0.34929 0.58730  -0.35
O1 1.15090 0.54522 -0.59443  -0.05
C2 -0.03502 -1.56749 0.40666  -0.33
N2 0.39059 -2.77038 0.41461  0.05
C3 1.79627 -3.09018 0.49828  -0.13
N3 -1.35777 -1.27240 0.25572  -0.07
C4 -2.44820 -2.24543 0.31999  -0.14
C5 -3.38912 -1.11265 0.78547  -0.12
C6 -2.13982 -0.21413 0.91956  -0.13
H2 0.92423 0.02942 -1.38312  0.08
H3 2.03551 -3.46625 1.50506  0.08
H4 2.02143 -3.89705 -0.21344  0.07
H5 2.47155 -2.24738 0.28146  0.07
H6 -2.68062 -2.72742 -0.63951  0.11
H7 -2.26708 -3.02363 1.07779  0.11
H8 -4.08766 -0.77546 0.01178  0.10
H9 -3.93364 -1.30278 1.71588  0.10
H10 -1.82417 -0.03409 1.95842  0.12
H11 -2.16278 0.73884 0.37367  0.12